{"formula": "C19H31IrN4O6PS3", "method": "ωB97M-V/def2-TZVPD", "symbols": ["Ir", "N", "N", "C", "O", "O", "H", "H", "H", "S", "C", "N", "C", "C", "C", "C", "C", "C", "H", "H", "H", "H", "H", "S", "C", "N", "C", "C", "S", "H", "H", "H", "H", "H", "C", "C", "C", "C", "O", "P", "O", "O", "O", "C", "C", "C", "C", "H", "H", "H", "H", "H", "H", "H", "H", "H", "H", "H", "H", "H", "H", "H", "H", "H", "H"], "coordinates": [[0.397, 1.669, 0.212], [2.446, 1.745, 0.495], [2.650, 1.616, 1.896], [1.516, 1.798, 2.704], [1.488, 1.439, 3.849], [0.549, 2.466, 2.082], [2.814, 0.951, -0.029], [2.907, 2.595, 0.180], [3.329, 0.936, 2.199], [0.648, 6.114, -0.572], [0.860, 4.603, 0.180], [0.377, 3.578, -0.465], [-0.212, 3.962, -1.673], [-0.798, 3.110, -2.609], [-1.333, 3.676, -3.745], [-1.287, 5.061, -3.960], [-0.700, 5.907, -3.046], [-0.157, 5.338, -1.894], [1.324, 4.507, 1.150], [-0.819, 2.039, -2.445], [-1.797, 3.040, -4.487], [-1.714, 5.471, -4.865], [-0.660, 6.974, -3.214], [-1.962, 1.563, 0.162], [-2.331, 0.853, 1.693], [-1.848, 1.204, 2.848], [-2.241, 0.433, 4.027], [-3.016, -0.789, 3.522], [-3.509, -0.411, 1.807], [-1.013, 1.811, 2.874], [-2.845, 1.067, 4.675], [-1.338, 0.138, 4.558], [-3.899, -1.001, 4.117], [-2.381, -1.671, 3.487], [-3.145, -2.297, -1.391], [-1.699, -2.671, -1.122], [-1.583, -3.547, 0.112], [-1.086, -3.320, -2.353], [-1.036, -1.377, -0.885], [0.377, -0.946, -0.404], [0.391, -0.312, 0.999], [0.847, 0.208, -1.304], [1.245, -2.230, -0.617], [2.511, -2.665, -0.012], [3.079, -3.661, -1.005], [3.443, -1.482, 0.170], [2.193, -3.315, 1.324], [-3.726, -3.198, -1.586], [-3.212, -1.642, -2.259], [-3.577, -1.783, -0.534], [-2.116, -4.482, -0.062], [-2.030, -3.049, 0.975], [-0.545, -3.786, 0.335], [-1.602, -4.258, -2.560], [-0.029, -3.533, -2.207], [-1.196, -2.667, -3.218], [3.305, -3.173, -1.954], [2.364, -4.463, -1.188], [3.996, -4.097, -0.609], [3.605, -0.971, -0.781], [4.406, -1.830, 0.544], [3.014, -0.802, 0.908], [1.534, -4.172, 1.187], [1.714, -2.602, 1.996], [3.114, -3.666, 1.790]], "atomic_forces_ev_per_a": [[0.17, -0.49, 1.30], [0.26, -0.11, 0.03], [0.05, 0.09, 0.08], [-0.05, 0.21, -0.21], [0.06, -0.01, 0.09], [-0.38, -0.03, 0.23], [0.14, -0.01, 0.14], [0.02, -0.06, -0.16], [-0.01, -0.02, -0.01], [0.02, 0.03, 0.01], [-0.09, 0.01, 0.06], [0.04, 0.02, -0.48], [0.03, -0.01, -0.04], [0.01, 0.01, 0.01], [0.00, 0.00, 0.01], [0.00, 0.00, -0.02], [0.01, 0.00, 0.01], [-0.03, -0.02, -0.01], [-0.03, -0.01, 0.00], [0.03, 0.00, -0.02], [0.01, 0.00, 0.00], [-0.01, 0.00, 0.01], [0.00, 0.00, 0.00], [-0.25, -0.15, 0.04], [-0.22, 0.18, -0.33], [0.92, -0.12, 0.01], [-0.04, 0.04, -0.04], [0.02, 0.04, -0.03], [-0.04, 0.10, 0.06], [-0.28, 0.02, -0.05], [-0.01, -0.02, 0.00], [-0.04, 0.02, 0.08], [0.01, 0.02, 0.02], [-0.03, -0.03, 0.04], [-0.01, 0.03, -0.01], [-0.05, -0.07, -0.10], [0.02, 0.04, 0.05], [0.06, 0.02, 0.04], [-0.03, -0.06, 0.21], [-0.11, 0.10, -0.88], [0.14, -0.18, -0.11], [-0.34, 0.48, -0.37], [0.02, 0.01, 0.39], [0.06, -0.06, 0.03], [-0.02, 0.00, -0.01], [-0.03, 0.04, -0.04], [-0.05, 0.03, 0.00], [0.01, 0.00, -0.02], [0.00, 0.00, 0.00], [0.02, -0.04, -0.04], [-0.01, 0.00, 0.02], [0.01, 0.00, -0.02], [0.01, -0.01, -0.01], [-0.02, 0.02, -0.01], [0.01, -0.03, 0.01], [0.00, 0.01, 0.00], [-0.01, 0.00, 0.00], [0.01, -0.01, 0.02], [0.00, 0.00, 0.00], [0.00, 0.00, 0.00], [0.00, 0.01, 0.00], [0.03, -0.03, 0.04], [0.01, -0.01, 0.00], [0.00, 0.00, 0.00], [0.00, 0.00, 0.00]], "lumo_energy_ev": -2.52, "homo_lumo_gap_ev": 8.6, "charge": 1, "homo_ev": -11.16, "relative_energy_kcal_mol": 14.5}

---

{"formula": "C19H31N2O6Ru", "method": "ωB97M-V/def2-TZVPD", "symbols": ["Ru", "O", "C", "O", "C", "O", "C", "C", "O", "O", "H", "H", "H", "H", "H", "C", "C", "C", "C", "C", "C", "C", "C", "C", "C", "H", "H", "H", "H", "H", "H", "H", "H", "H", "H", "H", "H", "H", "H", "C", "N", "C", "C", "O", "N", "C", "C", "H", "H", "H", "H", "H", "H", "H", "H", "H", "H", "H", "H"], "coordinates": [[-0.075, 0.385, 0.534], [3.980, 1.060, 1.853], [2.680, 1.066, 1.842], [2.033, 0.580, 0.917], [2.026, 1.718, 3.049], [0.754, 2.139, 2.649], [0.688, 3.390, 1.971], [0.765, 3.238, 0.456], [1.204, 4.062, -0.275], [0.192, 2.146, -0.087], [4.333, 0.603, 1.067], [2.657, 2.509, 3.462], [1.898, 0.946, 3.815], [1.470, 4.083, 2.284], [-0.288, 3.822, 2.202], [-3.491, 2.830, -0.456], [-3.111, 1.410, -0.859], [-2.289, 1.414, -2.148], [-2.424, 0.638, 0.254], [-2.122, 1.215, 1.515], [-1.545, 0.487, 2.549], [-1.199, -0.870, 2.387], [-0.597, -1.668, 3.501], [-1.498, -1.444, 1.149], [-2.091, -0.712, 0.100], [-4.030, 3.307, -1.272], [-2.605, 3.438, -0.261], [-4.141, 2.859, 0.418], [-4.031, 0.845, -1.051], [-1.354, 1.958, -2.002], [-2.846, 1.923, -2.933], [-2.067, 0.407, -2.506], [-2.346, 2.258, 1.688], [-1.319, 0.978, 3.484], [-1.381, -2.226, 4.016], [-0.115, -1.026, 4.236], [0.131, -2.387, 3.127], [-1.242, -2.480, 0.976], [-2.315, -1.207, -0.836], [1.307, 0.356, -2.435], [1.192, -1.097, -2.446], [0.742, -1.655, -3.722], [1.099, -1.796, -1.306], [0.801, -1.261, -0.168], [1.388, -3.100, -1.287], [1.058, -3.955, -0.156], [2.161, -3.745, -2.346], [1.616, 0.663, -3.433], [2.066, 0.683, -1.728], [0.353, 0.849, -2.226], [-0.081, -1.041, -4.090], [0.379, -2.671, -3.596], [1.546, -1.646, -4.457], [0.866, -3.358, 0.729], [1.908, -4.604, 0.043], [0.196, -4.582, -0.388], [2.668, -2.995, -2.946], [1.533, -4.367, -2.983], [2.912, -4.375, -1.873]], "atomic_forces_ev_per_a": [[-1.22, -1.26, 0.42], [0.01, -0.11, -0.05], [0.06, 0.12, 0.28], [0.01, 0.10, 0.30], [0.04, -0.20, -0.52], [-0.26, 0.50, 0.66], [0.10, -0.19, -0.19], [-0.02, -0.37, -0.25], [0.38, 0.71, -0.01], [-0.36, 0.17, -0.07], [0.03, 0.06, 0.08], [-0.03, 0.01, -0.10], [0.08, 0.06, -0.02], [-0.05, -0.02, 0.07], [0.07, 0.08, 0.05], [0.00, 0.01, -0.01], [-0.09, -0.06, 0.06], [0.08, 0.04, -0.02], [0.14, 0.29, -0.10], [0.00, 0.15, 0.07], [0.27, 0.17, 0.08], [0.05, -0.17, -0.10], [0.03, -0.01, -0.01], [-0.09, -0.14, 0.26], [0.18, 0.18, -0.18], [-0.01, -0.02, -0.01], [0.05, 0.02, -0.01], [-0.02, -0.02, 0.03], [0.00, 0.05, 0.01], [-0.09, 0.02, 0.01], [-0.05, -0.02, -0.03], [0.01, -0.04, 0.00], [0.03, 0.03, -0.07], [-0.03, 0.03, -0.01], [-0.01, 0.00, 0.00], [0.00, 0.01, 0.00], [-0.01, -0.01, 0.00], [0.04, 0.00, -0.01], [0.10, 0.00, -0.02], [0.00, 0.11, 0.01], [-0.29, 0.02, 0.06], [-0.09, -0.06, -0.10], [0.07, -0.13, 0.19], [0.62, 0.04, -0.53], [0.03, 0.06, -0.29], [-0.07, -0.01, 0.11], [0.13, -0.04, 0.03], [0.08, 0.02, 0.04], [-0.08, 0.00, 0.02], [0.16, -0.09, -0.01], [0.01, 0.01, -0.05], [-0.03, 0.10, -0.05], [-0.02, 0.00, -0.04], [0.00, -0.02, -0.02], [0.00, -0.02, 0.05], [-0.02, -0.02, 0.02], [0.03, -0.08, 0.01], [0.05, -0.03, 0.00], [0.00, -0.01, -0.04]], "lumo_energy_ev": [-7.51, -7.65], "homo_lumo_gap_ev": [7.8, 7.7], "s_squared": 0.76, "charge": 2, "multiplicity": 2, "homo_ev": [-15.30, -15.34], "relative_energy_kcal_mol": 29.0}

---

{"formula": "C19H31N3O3S", "method": "ωB97M-V/def2-TZVPD", "symbols": ["C", "C", "C", "S", "O", "O", "N", "C", "C", "C", "C", "C", "O", "N", "C", "C", "N", "C", "C", "C", "C", "C", "C", "C", "C", "C", "H", "H", "H", "H", "H", "H", "H", "H", "H", "H", "H", "H", "H", "H", "H", "H", "H", "H", "H", "H", "H", "H", "H", "H", "H", "H", "H", "H", "H", "H", "H"], "coordinates": [[5.364, -0.010, -2.052], [5.015, -1.446, -1.680], [4.754, -1.613, -0.195], [3.062, -1.096, 0.234], [2.812, -1.534, 1.582], [2.170, -1.560, -0.789], [3.144, 0.580, 0.140], [3.595, 1.230, 1.354], [2.472, 1.403, 2.377], [1.288, 2.124, 1.740], [0.826, 1.356, 0.496], [-0.314, 2.109, -0.178], [-0.139, 2.949, -1.038], [-1.536, 1.800, 0.310], [-2.753, 2.267, -0.309], [-3.455, 1.152, -1.111], [-3.897, 0.067, -0.270], [-5.228, 0.208, 0.277], [-6.301, -0.430, -0.609], [-3.137, -1.066, -0.052], [-3.646, -2.157, 0.666], [-2.865, -3.265, 0.935], [-1.555, -3.338, 0.497], [-1.041, -2.282, -0.237], [-1.815, -1.171, -0.509], [2.003, 1.223, -0.475], [4.561, 0.660, -1.761], [5.517, 0.072, -3.125], [6.278, 0.302, -1.551], [4.113, -1.757, -2.210], [5.831, -2.107, -1.981], [5.428, -1.024, 0.420], [4.795, -2.654, 0.114], [4.393, 0.617, 1.775], [4.007, 2.205, 1.071], [2.164, 0.414, 2.716], [2.846, 1.967, 3.233], [0.468, 2.207, 2.456], [1.581, 3.134, 1.442], [0.500, 0.352, 0.786], [-1.627, 1.020, 0.943], [-2.477, 3.086, -0.975], [-3.427, 2.642, 0.468], [-2.781, 0.785, -1.887], [-4.325, 1.587, -1.612], [-5.438, 1.277, 0.382], [-5.262, -0.226, 1.279], [-6.108, -1.492, -0.736], [-6.304, 0.034, -1.593], [-7.283, -0.301, -0.161], [-4.664, -2.160, 1.022], [-3.295, -4.083, 1.497], [-0.946, -4.200, 0.719], [-0.021, -2.308, -0.590], [-1.363, -0.382, -1.088], [1.718, 0.613, -1.332], [2.301, 2.215, -0.827]], "atomic_forces_ev_per_a": [[-0.04, -0.16, -0.17], [0.07, 0.20, -0.16], [-0.82, 0.19, -0.01], [0.78, -0.02, 0.29], [0.18, 0.12, 0.07], [-0.05, 0.17, -0.39], [-0.08, -1.15, -0.04], [0.20, 0.00, 0.64], [0.03, 0.13, -0.12], [0.00, -0.23, 0.13], [0.16, 0.39, -0.24], [0.12, -0.42, 0.48], [0.21, 0.23, -0.37], [-0.36, -0.11, 0.22], [-0.20, 0.00, -0.33], [0.32, 0.40, 0.16], [-0.01, 0.12, 0.04], [-0.24, -0.21, -0.08], [0.18, 0.12, 0.21], [0.06, -0.12, 0.04], [-0.17, 0.04, 0.06], [0.10, -0.05, 0.00], [0.05, -0.14, 0.04], [-0.03, -0.10, 0.04], [0.09, 0.05, -0.20], [-0.64, -0.01, -0.40], [0.06, 0.12, -0.07], [0.05, 0.06, -0.09], [0.10, 0.09, 0.05], [0.13, -0.12, -0.10], [-0.08, -0.05, 0.07], [0.11, 0.04, 0.16], [-0.07, -0.05, 0.13], [0.12, 0.20, 0.08], [0.05, -0.08, 0.00], [0.02, 0.07, 0.09], [0.02, -0.02, 0.03], [0.01, 0.07, -0.01], [-0.06, 0.07, -0.01], [-0.09, 0.02, 0.01], [0.15, 0.01, -0.05], [-0.09, -0.01, 0.11], [-0.01, 0.03, -0.11], [-0.08, 0.04, -0.03], [0.03, -0.05, -0.05], [0.05, -0.07, 0.08], [0.00, 0.12, -0.02], [-0.01, -0.11, -0.03], [-0.02, 0.04, -0.11], [-0.16, -0.01, 0.00], [-0.11, 0.05, 0.01], [-0.03, -0.05, 0.04], [0.06, -0.08, 0.02], [0.05, 0.00, -0.04], [-0.02, 0.07, -0.01], [-0.05, 0.26, -0.07], [0.02, -0.10, 0.02]], "lumo_energy_ev": 0.72, "homo_lumo_gap_ev": 8.2, "smiles": "CCCS(=O)(=O)N1CCC[C@@H](C(=O)NCCN(CC)c2ccccc2)C1", "homo_ev": -7.46, "relative_energy_kcal_mol": 7.0}

---

{"formula": "C19H32F3IN3O9P3S", "method": "ωB97M-V/def2-TZVPD", "symbols": ["C", "C", "C", "C", "C", "C", "C", "C", "C", "C", "O", "C", "O", "C", "C", "I", "C", "P", "N", "O", "N", "C", "C", "C", "N", "C", "P", "P", "O", "O", "O", "H", "H", "H", "H", "H", "H", "H", "H", "H", "H", "H", "H", "H", "H", "H", "H", "H", "H", "H", "H", "H", "H", "H", "H", "H", "H", "H", "H", "H", "H", "H", "H", "C", "F", "F", "F", "S", "O", "O", "O"], "coordinates": [[-4.388, -6.184, -1.751], [-4.362, -4.718, -1.161], [-5.354, -3.706, -1.812], [-3.487, -4.461, -0.087], [-2.126, -3.679, -0.209], [-0.905, -4.646, -0.032], [0.510, -3.929, 0.064], [1.363, -4.254, -1.238], [0.467, -2.370, 0.278], [0.169, -1.930, 1.769], [0.734, -0.611, 2.074], [-0.227, 0.382, 1.847], [-0.979, 0.711, 2.701], [-0.215, 1.002, 0.409], [-1.378, 0.885, -0.528], [-3.118, -0.116, 0.205], [-1.339, 1.425, -1.870], [-2.711, 1.303, -3.173], [-3.885, 2.554, -2.747], [-3.513, -0.164, -3.083], [-0.192, 2.107, -2.280], [0.900, 2.303, -1.500], [2.146, 3.104, -1.978], [2.101, 3.520, -3.491], [1.424, 4.837, -3.690], [0.946, 1.743, -0.118], [2.427, 1.944, 1.026], [1.886, 3.721, 2.198], [2.974, 4.143, 3.097], [0.494, 3.297, 2.990], [1.451, 4.900, 1.087], [-3.735, -6.265, -2.652], [-4.058, -6.850, -0.904], [-5.458, -6.483, -1.958], [-5.684, -2.888, -1.117], [-6.300, -4.243, -2.108], [-4.972, -3.210, -2.746], [-3.788, -4.811, 0.939], [-2.011, -3.150, -1.190], [-2.128, -2.943, 0.646], [-1.048, -5.253, 0.903], [-0.846, -5.383, -0.883], [1.065, -4.395, 0.917], [1.096, -3.574, -2.097], [1.263, -5.326, -1.542], [2.458, -4.083, -1.041], [-0.183, -1.840, -0.472], [1.515, -1.995, 0.072], [0.564, -2.726, 2.445], [-0.930, -1.843, 1.991], [-3.424, 3.424, -3.049], [-4.635, 2.411, -3.439], [-2.991, -0.842, -2.616], [-0.189, 2.481, -3.234], [2.132, 4.062, -1.376], [3.105, 2.584, -1.749], [3.134, 3.639, -3.929], [1.592, 2.764, -4.159], [2.104, 5.598, -3.614], [1.031, 4.894, -4.631], [3.559, 2.290, 0.238], [0.667, 3.183, 3.946], [0.819, 5.501, 1.536], [5.026, 3.388, 5.729], [3.739, 3.612, 6.088], [5.353, 2.183, 6.251], [5.018, 3.225, 4.388], [6.169, 4.743, 6.277], [6.035, 4.758, 7.722], [5.653, 5.930, 5.619], [7.474, 4.319, 5.803]], "atomic_forces_ev_per_a": [[-2.29, 0.43, 2.48], [-0.11, -0.68, -0.38], [0.85, 0.55, -0.87], [0.35, 0.52, -0.82], [-1.40, 0.85, 1.19], [0.05, -0.38, 0.24], [-0.01, -0.09, -0.87], [0.32, 0.43, 0.34], [0.98, 0.27, 0.45], [-0.94, -0.64, -0.79], [-0.99, 0.30, -0.99], [0.99, -0.81, 0.07], [-0.16, 0.34, -0.60], [0.63, 1.23, -2.77], [1.52, 0.77, -0.01], [0.71, 0.63, -0.38], [-0.16, -0.65, 3.17], [0.47, 0.18, -2.01], [0.59, -1.17, -0.08], [0.85, 1.32, 0.86], [-0.05, -0.63, 1.25], [0.66, -0.70, 2.00], [-0.85, 0.62, -0.80], [0.49, 0.58, -0.91], [-0.13, -0.53, 0.03], [-1.76, -0.21, -0.96], [-0.60, -0.95, 0.45], [0.12, 2.00, 0.78], [-1.13, -0.67, -1.09], [1.27, 0.44, -1.26], [-0.66, -1.56, 1.54], [-0.44, 0.19, 0.84], [0.13, 0.39, -1.09], [1.16, 0.11, -0.35], [0.63, -0.84, -0.47], [1.10, 0.24, 0.30], [-0.38, -0.35, 0.57], [1.36, -1.30, -1.20], [-0.37, -0.29, 0.77], [0.49, -0.46, -1.01], [-0.05, 0.54, -0.85], [-0.33, 0.72, 0.84], [-0.45, 0.51, -0.56], [0.03, -0.79, 0.77], [-0.06, 0.94, 0.21], [-0.99, -0.08, -0.11], [0.37, -0.61, 0.75], [-0.97, -0.35, 0.25], [0.09, 1.11, -0.28], [0.91, -0.35, -0.26], [-0.23, -0.27, 0.23], [0.13, 0.10, 0.42], [-0.40, 0.19, -0.08], [-0.03, -0.08, 0.26], [0.08, -0.98, -0.44], [-1.02, 0.13, -0.15], [-0.77, -0.71, 0.81], [0.51, 0.56, 0.80], [-0.36, -0.35, 0.08], [0.22, -0.01, 0.34], [-0.70, 0.48, 0.04], [0.16, 0.08, -0.39], [0.43, -0.13, -0.36], [-0.34, -0.47, -0.23], [0.26, 0.11, 0.03], [0.08, 0.32, 0.00], [0.34, 0.05, 0.36], [0.95, 1.15, 0.50], [-0.34, -0.42, -0.33], [-0.30, -0.54, -0.11], [-0.50, -0.37, -0.15]], "lumo_energy_ev": -3.14, "homo_lumo_gap_ev": 3.6, "homo_ev": -6.70}

---

no.,energy (eV)
1,-83085.820
2,-38037.814
3,-41654.810
4,-98068.336